Entry 1:
Entry from the Open Molecules 2025 dataset: C26H29BF6N7O3SSbZr as an isolated structure in a non-equilibrium geometry (wB97M-V/def2-TZVPD).

Structure (XYZ):
```
75
Properties=species:S:1:pos:R:3:lowdin_spin:R:1
Zr -0.2058 1.5358 -0.9473 0.00
C -4.5249 2.3388 -1.6907 0.01
C -3.2884 2.5473 -1.0800 0.00
N -2.3387 1.8669 -1.7191 0.01
N -2.9361 1.2220 -2.7465 0.01
C -4.2512 1.4975 -2.7495 0.00
B -2.0960 0.5081 -3.7913 0.00
N -1.2224 -0.6058 -3.2083 0.01
C -1.1665 -1.8720 -3.6505 0.00
C -0.1492 -2.5286 -2.9893 0.01
C 0.3862 -1.5678 -2.1395 0.00
N -0.2576 -0.4039 -2.2679 0.01
N -1.0695 1.5963 -4.3148 0.14
C -0.9300 2.1528 -5.4756 0.11
C 0.1880 3.0418 -5.4055 0.46
C 0.6571 2.9130 -4.0549 0.07
N -0.0890 2.0672 -3.4206 0.16
H -5.4755 2.7630 -1.4205 0.00
H -3.0428 3.1640 -0.2292 0.00
H -4.8960 1.0977 -3.5149 0.00
H -2.7495 0.1210 -4.7044 0.00
H -1.8483 -2.2174 -4.4099 0.00
H 0.1635 -3.5498 -3.1151 0.00
H 1.2035 -1.6610 -1.4484 0.00
H -1.5788 1.9320 -6.3097 0.00
H 0.5781 3.6686 -6.1925 0.02
H 1.4833 3.4107 -3.5747 0.00
F 1.6573 2.1573 -1.2967 0.00
Sb 1.2325 4.2444 0.5278 0.00
F 0.0405 2.4861 0.8682 0.00
F 1.8680 0.9448 2.4101 0.00
F -0.4257 3.5642 -1.2102 0.00
F 2.6544 3.1370 1.1339 0.00
F 0.6227 4.5715 2.2776 0.00
O 1.3743 0.0180 0.2032 0.00
S 2.2561 -0.0759 1.3420 0.00
C 3.9048 0.2512 0.9762 0.00
C 4.2589 0.6496 -0.3093 0.00
C 5.5959 0.8970 -0.5601 0.00
C 6.5351 0.7605 0.4566 0.00
C 6.1566 0.3649 1.7378 0.00
C 4.8317 0.0951 2.0097 0.00
C 2.1191 -1.5755 2.2053 0.00
C 1.8134 -1.6008 3.5609 0.00
C 1.8173 -2.8284 4.2027 0.00
C 2.1184 -3.9872 3.4968 0.00
C 2.4209 -3.9385 2.1387 0.00
C 2.4346 -2.7241 1.4801 0.00
H 3.5081 0.7739 -1.0750 0.00
H 5.9086 1.1992 -1.5496 0.00
H 7.5782 0.9595 0.2497 0.00
H 6.8980 0.2610 2.5174 0.00
H 4.5258 -0.2292 2.9967 0.00
H 1.5773 -0.6934 4.0978 0.00
H 1.5958 -2.8776 5.2599 0.00
H 2.1303 -4.9386 4.0115 0.00
H 2.6651 -4.8443 1.6014 0.00
H 2.7061 -2.6698 0.4324 0.00
O -0.6978 -0.1244 2.3722 0.00
C -1.5715 -0.0534 1.5182 0.00
O -1.4410 0.2503 0.2807 0.00
C -3.0286 -0.3031 1.9290 0.00
N -3.0428 -0.5918 3.4100 0.00
C -3.5935 -1.9845 3.6056 0.00
C -4.4830 -2.1734 2.3887 0.00
C -3.6620 -1.5345 1.2668 0.00
H -3.6147 0.5979 1.7479 0.00
H -3.6066 0.0901 3.9145 0.00
H -2.0624 -0.5008 3.7205 0.00
H -4.0940 -2.0470 4.5679 0.00
H -2.7465 -2.6685 3.5930 0.00
H -5.4342 -1.6557 2.5245 0.00
H -4.7001 -3.2236 2.2084 0.00
H -4.2619 -1.2503 0.4064 0.00
H -2.8831 -2.2175 0.9224 0.00
```

Output
relative energy (zero: lowest compared OMol25 entry of this formula, charge and spin) = 0.530 eV
charge = +3
<S²> = 0.759
M = 857.42 g/mol
2S+1 = 2
gap between HOMO and LUMO (spin up / spin down) = 0.3354 / 0.1994 Ha
F_max = 1.30 eV/A


Entry 2:
Entry from the Open Molecules 2025 dataset: C26H29BaN3S5 as an isolated structure (wB97M-V/def2-TZVPD).

Structure (XYZ):
```
64
Properties=species:S:1:pos:R:3:nbo_charge:R:1
Ba 0.4602 3.3542 0.9110 1.77
S -1.0552 10.7068 0.3330 -0.12
C -1.0919 9.0756 0.5055 -0.57
S -0.9198 8.2634 2.0262 0.45
C -1.0481 6.6053 1.4418 -0.42
C -1.1902 6.4676 0.0997 -0.42
S -1.2839 4.9895 -0.7789 -0.58
S -1.2261 7.9699 -0.8207 0.45
S -0.9332 5.3332 2.5963 -0.58
C -2.6072 -0.6314 -5.4709 -0.59
C -1.1535 -0.8746 -5.0394 -0.09
C -0.9209 -2.3830 -4.9236 -0.61
C -0.1970 -0.3160 -6.1040 -0.59
C -0.9009 -0.1509 -3.7242 0.04
C -1.0100 1.2367 -3.6466 -0.20
C -0.7591 1.8739 -2.4439 0.03
N -0.4155 1.2249 -1.3339 -0.48
C -0.3219 -0.0986 -1.3786 0.16
C -0.5642 -0.8138 -2.5488 -0.21
C 0.0224 -0.7599 -0.0876 0.19
C 0.3824 -2.1059 -0.0224 -0.26
C 0.6410 -2.7141 1.1988 0.07
C 0.5422 -1.9053 2.3293 -0.27
C 0.2213 -0.5682 2.1785 0.05
N -0.0289 0.0077 1.0066 -0.47
C 1.0357 -4.1790 1.3248 -0.09
C 0.8617 -4.9372 0.0049 -0.61
C 2.5122 -4.2502 1.7436 -0.59
C 0.1655 -4.8609 2.3914 -0.60
H -2.8057 -1.1406 -6.4155 0.21
H -2.8100 0.4311 -5.6063 0.21
H -3.2988 -1.0182 -4.7202 0.21
H -1.0779 -2.8498 -5.8964 0.22
H -1.6192 -2.8397 -4.2196 0.21
H 0.1015 -2.6019 -4.6090 0.21
H -0.3514 -0.8323 -7.0529 0.21
H 0.8417 -0.4613 -5.8005 0.21
H -0.3576 0.7492 -6.2691 0.21
H -1.2990 1.8289 -4.5040 0.22
H -0.8465 2.9537 -2.3704 0.23
H -0.5023 -1.8902 -2.5382 0.21
H 0.4697 -2.6727 -0.9355 0.22
H 0.7225 -2.2994 3.3205 0.22
H 0.1519 0.0824 3.0441 0.20
H 1.5430 -4.5659 -0.7627 0.21
H -0.1638 -4.8595 -0.3615 0.21
H 1.0856 -5.9927 0.1603 0.22
H 3.1477 -3.7937 0.9827 0.21
H 2.8165 -5.2913 1.8667 0.21
H 2.6793 -3.7328 2.6896 0.21
H -0.8945 -4.7267 2.1698 0.22
H 0.3604 -4.4671 3.3891 0.21
H 0.3809 -5.9300 2.4097 0.22
C 1.2116 1.5199 6.6129 -0.15
C 1.8154 0.7655 5.6171 -0.26
C 1.7004 1.1934 4.3057 0.01
N 1.0311 2.2926 3.9532 -0.51
C 0.4537 3.0128 4.9154 0.05
C 0.5218 2.6673 6.2575 -0.25
H 1.2817 1.2187 7.6501 0.22
H 2.3670 -0.1349 5.8507 0.22
H 2.1665 0.6373 3.4989 0.20
H -0.0812 3.9019 4.5984 0.24
H 0.0414 3.2863 7.0016 0.23
```

Output
relative energy (zero: lowest compared OMol25 entry of this formula, charge and spin) = 0.062 eV
M = 681.20 g/mol
gap between HOMO and LUMO = 0.1939 Ha
F_max = 0.92 eV/A


Entry 3:
Entry from the Open Molecules 2025 dataset: C26H29BrN3O5STl as an isolated structure in a non-equilibrium geometry (wB97M-V/def2-TZVPD).

Structure (XYZ):
```
66
Properties=species:S:1:pos:R:3:nbo_charge:R:1
Tl 10.5657 -13.4469 -5.3385 0.80
C 12.2200 -12.2806 -2.6037 -0.22
C 12.2339 -13.7362 -2.0850 -0.22
N 11.4795 -14.6530 -2.8990 -0.70
C 11.9094 -16.0245 -2.9941 -0.22
C 13.1004 -16.2660 -3.9688 -0.59
S 13.0741 -15.3565 -5.5088 0.23
C 14.9299 -13.3780 -4.1099 -0.45
C 14.3043 -12.0080 -4.0446 -0.21
N 12.8427 -11.9444 -3.9004 -0.64
H 12.6910 -11.6114 -1.8128 0.15
H 11.1873 -11.9519 -2.6457 0.22
H 11.8284 -13.6943 -1.0493 0.17
H 13.2854 -14.1185 -1.9992 0.18
H 10.4442 -14.5645 -2.8006 0.44
H 11.0530 -16.5817 -3.4046 0.21
H 12.1662 -16.4938 -2.0092 0.14
H 13.0661 -17.3105 -4.3463 0.21
H 14.0898 -16.1311 -3.4656 0.20
H 16.0044 -13.1856 -4.3403 0.22
H 14.8861 -13.9288 -3.1802 0.20
H 14.5208 -11.4958 -4.9854 0.21
H 14.7722 -11.3653 -3.2612 0.14
H 12.5663 -11.0170 -4.1848 0.38
C 6.6929 -16.1364 -5.5042 -0.64
C 7.8495 -15.9545 -4.5317 0.14
C 7.8443 -17.1588 -3.5911 -0.63
O 9.0961 -15.8892 -5.3119 -0.75
C 7.7840 -14.6778 -3.5461 0.79
O 6.6917 -14.6462 -2.9947 -0.74
O 8.7722 -13.9206 -3.4101 -0.81
H 6.5569 -17.1678 -5.8543 0.18
H 6.7750 -15.4617 -6.3618 0.22
H 5.7545 -15.9236 -4.9521 0.23
H 7.8470 -18.1310 -4.1184 0.18
H 6.9498 -17.0797 -2.9717 0.24
H 8.7331 -17.1671 -2.9299 0.21
H 9.1635 -16.7261 -5.8104 0.46
Br 10.4874 -9.2550 -5.0147 0.04
C 11.7047 -9.6536 -6.4555 -0.11
C 12.9833 -9.0153 -6.3823 -0.26
C 13.8566 -9.0574 -7.4581 -0.23
C 13.4306 -9.6129 -8.6728 -0.22
C 12.1588 -10.1538 -8.7680 -0.20
C 11.2998 -10.2572 -7.6416 -0.05
C 9.9738 -11.0219 -7.7967 0.75
O 9.3571 -10.7766 -8.8430 -0.72
O 9.6223 -11.8322 -6.8940 -0.82
H 13.3184 -8.5082 -5.4491 0.21
H 14.8406 -8.6038 -7.3795 0.21
H 14.0915 -9.6829 -9.5370 0.22
H 11.7425 -10.3935 -9.7482 0.23
N 18.2986 -13.3719 -12.3106 -0.49
C 17.6758 -13.3686 -11.3267 0.32
C 16.8668 -13.4521 -10.1425 -0.38
C 15.4864 -13.0512 -10.0851 -0.13
C 14.7412 -13.2518 -8.9307 -0.30
C 15.3521 -13.8525 -7.7980 -0.12
C 16.7059 -14.2822 -7.8443 -0.24
C 17.4605 -14.0650 -8.9732 -0.17
C 14.7209 -14.0018 -6.5652 -0.04
C 14.3698 -14.0912 -5.3371 -0.24
H 15.0575 -12.5681 -10.9709 0.20
H 13.7076 -12.9248 -8.8272 0.22
H 17.1048 -14.8422 -6.9993 0.19
H 18.5440 -14.2418 -9.0175 0.20
```

Output
relative energy (zero: lowest compared OMol25 entry of this formula, charge and spin) = 0.000 eV
charge = -2
M = 779.89 g/mol
gap between HOMO and LUMO (spin up / spin down) = 0.1756 / 0.1755 Ha
F_max = 4.45 eV/A


> M of number 2 (C26H29BaN3S5)?

681.20 g/mol